Formula: C49H68BrF25N2O21P
Source: the Open Molecules 2025 dataset
Level of theory: the ωB97M-V functional and the def2-TZVPD basis

The geometry in ORCA input format:
```
! wB97M-V def2-TZVPD RIJCOSX def2/J DEFGRID3
* xyz 1 1
C 8.8877 7.6191 -0.4104
C 8.1962 6.6618 -1.4612
C 6.8466 6.1531 -0.8014
O 6.1220 7.2541 -0.2215
C 4.7522 6.8539 -0.2384
O 3.9163 7.8813 0.3136
C 2.5952 7.4811 0.3960
O 1.8058 8.1407 0.9776
C 2.1172 6.1479 -0.2825
C 1.9265 6.2304 -1.7414
C 2.1541 7.5489 -2.5361
C 0.9079 8.5225 -2.4360
C 1.1975 9.7993 -1.5244
O -0.1815 7.7698 -1.8936
C 1.5314 5.0176 -2.3902
N 1.3427 3.8348 -1.6959
C 0.9767 2.6581 -2.5299
C 2.3008 1.7755 -2.6763
C 2.7955 1.6647 -4.1688
F 2.1589 0.5070 -2.0710
C 1.4831 3.7547 -0.3383
C 1.2504 2.3917 0.4009
N -0.1439 1.9238 0.2330
C 1.8824 4.9115 0.4500
P 2.1089 4.8838 2.3035
O 3.5437 5.7035 2.5352
Br 0.4542 6.1085 3.2798
H 8.4206 8.6268 -0.5209
H 9.9862 7.6190 -0.5863
H 8.6104 7.2321 0.6053
H 8.8305 5.7833 -1.7488
H 7.9005 7.1625 -2.4140
H 6.2774 5.6408 -1.6213
H 7.0898 5.3585 -0.0430
H 4.4849 6.7545 -1.3296
H 4.7033 5.8770 0.3089
H 3.0983 8.0349 -2.1786
H 2.3135 7.2450 -3.6013
H 0.7052 8.8966 -3.4725
H 2.2934 9.9140 -1.3164
H 0.6165 9.6520 -0.5804
H 0.8943 10.7389 -2.0524
H -0.9287 8.3609 -1.7063
H 1.3734 5.0436 -3.4946
H 0.7637 3.0204 -3.5659
H 0.1339 2.0696 -2.1097
H 3.1341 2.2800 -2.1162
H 3.9097 1.5260 -4.1223
H 2.3781 0.7636 -4.6775
H 2.6188 2.5971 -4.7524
H 1.4292 2.4821 1.5009
H 1.9658 1.5989 0.0497
H -0.1195 1.0373 -0.2645
H -0.6142 1.8405 1.1337
H 3.8158 5.6851 3.4688
C -3.0440 -3.1922 4.4321
C -2.5701 -1.8766 5.0121
O -1.9493 -1.0671 3.9924
C -2.7772 -0.3474 3.2357
O -3.9678 -0.3305 3.3427
C -1.9804 0.4932 2.2361
F -0.9825 -0.2007 1.6511
F -1.4023 1.5686 2.8269
F -2.7396 0.9709 1.2455
H -2.2280 -3.7033 3.9329
H -3.4404 -3.8364 5.2149
H -3.8253 -3.0328 3.6852
H -1.8082 -2.0621 5.7700
H -3.3794 -1.3354 5.4968
C 4.6187 -0.4843 -7.1114
C 6.1145 -0.6971 -7.0066
O 6.8061 0.0785 -7.9972
C 7.0394 1.3550 -7.6787
O 6.7124 1.8728 -6.6484
C 7.8221 2.0459 -8.7975
F 7.3430 1.7416 -10.0150
F 9.1163 1.6829 -8.7846
F 7.7881 3.3796 -8.6889
H 4.2700 -0.6962 -8.1236
H 4.0878 -1.1323 -6.4123
H 4.3544 0.5524 -6.8927
H 6.3539 -1.7416 -7.2058
H 6.4840 -0.4676 -6.0059
C -8.1521 1.3452 6.8136
C -8.7367 -0.0379 6.6153
O -7.6928 -1.0069 6.4125
C -7.1204 -1.4917 7.5177
O -7.4114 -1.1784 8.6344
C -6.0695 -2.5408 7.1494
F -5.2960 -2.1560 6.1153
F -6.6394 -3.7084 6.7902
F -5.2392 -2.8152 8.1617
H -7.4965 1.6069 5.9807
H -8.9448 2.0903 6.8873
H -7.5492 1.3899 7.7222
H -9.3523 -0.0529 5.7159
H -9.3777 -0.3268 7.4496
C 0.3447 9.2859 -9.1966
C -0.4339 8.6205 -8.0809
O 0.2680 7.4602 -7.5913
C 1.2175 7.6883 -6.6873
O 1.5220 8.7663 -6.2637
C 1.8368 6.3667 -6.2286
F 2.0833 5.5322 -7.2452
F 1.0162 5.7050 -5.3733
F 3.0014 6.5393 -5.5878
H 0.5676 8.5688 -9.9887
H -0.2234 10.1146 -9.6196
H 1.2999 9.6699 -8.8344
H -1.3919 8.2654 -8.4602
H -0.6469 9.3166 -7.2683
C 3.3668 -5.3671 2.9690
C 2.4164 -6.5423 2.8694
O 1.5146 -6.5591 3.9913
C 0.4400 -5.7799 3.8910
O 0.1832 -5.0804 2.9505
C -0.4456 -5.9386 5.1277
F 0.2629 -5.9444 6.2682
F -1.1347 -7.0919 5.0975
F -1.3476 -4.9492 5.2361
H 3.8904 -5.3780 3.9269
H 4.1016 -5.3982 2.1637
H 2.8276 -4.4196 2.9103
H 2.9785 -7.4719 2.9076
H 1.8668 -6.5367 1.9267
C 1.5786 -8.9155 -3.2120
C 2.6829 -8.1403 -2.5238
O 2.6888 -8.4095 -1.1108
C 3.3339 -9.5181 -0.7283
O 3.8876 -10.2762 -1.4674
C 3.2985 -9.6489 0.7953
F 2.0820 -9.3782 1.3088
F 4.1654 -8.7997 1.3897
F 3.6205 -10.8743 1.2135
H 0.6148 -8.7068 -2.7442
H 1.5234 -8.6501 -4.2684
H 1.7461 -9.9907 -3.1333
H 2.5067 -7.0699 -2.6346
H 3.6584 -8.3538 -2.9636
C -8.9714 -5.3318 6.6741
C -9.1781 -6.3490 7.7772
O -10.5712 -6.4604 8.1122
C -11.2976 -7.2706 7.3348
O -10.8701 -7.8882 6.4034
C -12.7423 -7.3284 7.8361
F -13.2181 -6.1127 8.1594
F -12.8484 -8.0940 8.9374
F -13.5752 -7.8399 6.9229
H -9.4114 -4.3710 6.9506
H -7.9167 -5.1922 6.4770
H -9.4567 -5.6517 5.7501
H -8.6667 -6.0204 8.6824
H -8.7640 -7.3221 7.5086
C -3.0739 -5.3772 0.6818
C -1.8781 -6.0826 0.0763
O -2.2924 -7.2601 -0.6369
C -2.7159 -7.0667 -1.8898
O -2.7702 -6.0030 -2.4366
C -3.0771 -8.4051 -2.5384
F -3.7814 -9.1965 -1.7134
F -1.9728 -9.0926 -2.8908
F -3.8098 -8.2493 -3.6460
H -3.6476 -6.0639 1.3072
H -2.7527 -4.5297 1.2892
H -3.7487 -5.0119 -0.0944
H -1.2091 -6.4172 0.8693
H -1.3039 -5.4173 -0.5707
*
```

Summary:
orbital gap: 7.5073 eV
LUMO energy: -4.01 eV

Atomic partial charges in e from the Mulliken method, atoms 1 to 99: C -0.905; C -0.563; C -0.448; O -0.489; C 0.238; O -0.378; C -0.254; O -0.439; C 0.199; C 0.103; C -1.180; C 0.521; C -1.220; O -0.558; C 0.413; N 0.228; C -1.151; C 0.768; C -1.299; F -0.405; C 1.097; C -1.371; N -0.532; C 0.635; P -0.023; O -0.450; Br -0.186; H 0.222; H 0.345; H 0.266; H 0.339; H 0.279; H 0.365; H 0.299; H 0.103; H 0.205; H 0.605; H -0.120; H 0.254; H 0.244; H 0.356; H 0.343; H 0.391; H 0.332; H 0.555; H 0.386; H 0.259; H 0.351; H 0.342; H 0.254; H 0.509; H 0.387; H 0.331; H 0.189; H 0.326; C -0.971; C -0.210; O -0.300; C 0.053; O -0.545; C 1.231; F -0.301; F -0.299; F -0.244; H 0.220; H 0.385; H 0.450; H 0.367; H 0.177; C -0.962; C -0.268; O -0.315; C 0.377; O -0.530; C 0.885; F -0.241; F -0.248; F -0.239; H 0.342; H 0.373; H 0.192; H 0.332; H 0.314; C -1.143; C -0.203; O -0.297; C 0.324; O -0.505; C 0.877; F -0.266; F -0.270; F -0.263; H 0.287; H 0.387; H 0.316; H 0.335; H 0.347; C -1.115; C -0.197


Formula: C49H70INO37S2
Source: the Open Molecules 2025 dataset
Level of theory: the ωB97M-V functional and the def2-TZVPD basis

The geometry in ORCA input format:
```
! wB97M-V def2-TZVPD RIJCOSX def2/J DEFGRID3
* xyz 0 1
C 5.6616 0.8740 0.8309
C 4.3051 0.1315 0.6106
C 3.5398 0.6436 -0.6672
C 2.3022 -0.2920 -0.8628
C 2.9740 -1.5735 -1.5670
O 2.7393 -2.6893 -1.0749
O 3.7430 -1.4490 -2.5597
C 1.3760 -0.6025 0.3632
C 0.2249 0.5042 0.2572
C -1.1062 0.2273 1.0146
C -2.0670 1.4715 1.0988
C -3.5523 1.0963 1.4094
S -4.3250 0.0966 0.0793
C 0.9273 1.7577 0.9371
S 0.8967 3.1747 -0.2366
C 2.3375 4.2809 0.0462
C 3.2716 4.3712 -1.2324
C 0.1412 0.4714 -1.3221
C -1.1123 0.8436 -2.1302
C -0.9477 2.0772 -3.0780
O -0.9570 3.2024 -2.7654
I -0.7224 1.6379 -5.2037
N 1.2523 0.0759 -1.8423
O 1.3489 -0.0158 -3.1966
H 5.5591 1.9831 0.8480
H 6.4504 0.4931 0.1309
H 6.0109 0.5875 1.8588
H 3.7023 0.2895 1.5411
H 4.5298 -0.9625 0.5500
H 4.1970 0.7209 -1.5539
H 3.2244 1.6851 -0.4019
H 0.8891 -1.5530 0.0218
H 1.8494 -0.7727 1.3449
H -1.6395 -0.6364 0.5557
H -0.8435 -0.0440 2.0623
H -1.9725 2.1615 0.2214
H -1.7061 2.0813 1.9690
H -4.1319 2.0482 1.4869
H -3.5913 0.6260 2.4134
H -4.4499 1.0127 -0.9424
H 0.4119 2.0986 1.8681
H 1.9544 1.4794 1.2713
H 1.9931 5.2903 0.3670
H 2.9774 3.8544 0.8568
H 4.3448 4.4526 -0.9415
H 2.9632 5.2218 -1.8811
H 3.1756 3.4142 -1.7926
H -2.0287 0.9757 -1.5172
H -1.3250 -0.0338 -2.7977
H 0.6300 -0.6112 -3.4948
C -1.3866 6.6929 1.7929
C -2.2555 5.6860 2.4974
O -1.3021 4.8270 3.1184
C -0.1512 5.5379 3.2701
O 0.7866 5.1695 3.9011
O -0.2140 6.7209 2.6052
H -1.8458 7.6788 1.7398
H -1.1104 6.3749 0.7846
H -2.8798 6.1392 3.2714
H -2.8918 5.1290 1.8109
C 0.5059 -4.7325 0.3731
C 0.5832 -6.1152 -0.2076
O -0.7490 -6.6113 -0.0152
C -1.5712 -5.5393 0.0759
O -2.7646 -5.6033 0.0724
O -0.8687 -4.3833 0.1716
H 1.1646 -4.0287 -0.1304
H 0.7208 -4.7141 1.4454
H 0.8073 -6.1096 -1.2731
H 1.3075 -6.7397 0.3012
C -5.9822 -1.6031 -4.2267
C -7.3599 -1.0092 -4.1135
O -7.1044 0.2682 -3.5277
C -5.8194 0.5991 -3.8200
O -5.3403 1.6718 -3.6213
O -5.1533 -0.4488 -4.3655
H -5.8787 -2.2617 -5.0871
H -5.6838 -2.1459 -3.3267
H -7.8355 -0.8629 -5.0861
H -8.0207 -1.6014 -3.4828
C 2.8491 -1.9022 -5.2713
C 3.9927 -2.6237 -5.9235
O 3.3320 -3.5353 -6.8036
C 2.1026 -3.0248 -7.0741
O 1.3631 -3.4544 -7.9029
O 1.8262 -1.9604 -6.2765
H 3.0918 -0.8721 -5.0213
H 2.4931 -2.4084 -4.3730
H 4.6258 -1.9580 -6.5162
H 4.6131 -3.1556 -5.2049
C -9.4166 2.9628 -1.9393
C -10.3776 3.1430 -3.0814
O -11.4621 2.2913 -2.7151
C -11.4236 2.1413 -1.3652
O -12.2841 1.6278 -0.7221
O -10.2788 2.6522 -0.8452
H -8.8379 3.8618 -1.7343
H -8.7305 2.1273 -2.0963
H -10.7451 4.1687 -3.1632
H -9.9523 2.8433 -4.0378
C 5.3366 4.5510 3.8458
C 6.1348 5.7644 3.4658
O 6.7309 5.3771 2.2243
C 5.9554 4.4054 1.6895
O 6.0748 3.9775 0.5816
O 5.0185 3.9764 2.5755
H 4.4325 4.7993 4.3986
H 5.9190 3.8305 4.4246
H 5.5066 6.6429 3.2962
H 6.8935 6.0096 4.2020
C 3.9344 -8.7078 0.2156
C 4.7008 -9.2479 -0.9609
O 3.8222 -8.9962 -2.0528
C 3.0053 -7.9726 -1.6945
O 2.2698 -7.4126 -2.4392
O 3.1413 -7.6733 -0.3676
H 4.5860 -8.3060 0.9899
H 3.2703 -9.4523 0.6615
H 5.6384 -8.7132 -1.1312
H 4.9122 -10.3121 -0.8701
C -3.8341 -6.7969 2.8892
C -4.9111 -7.8406 2.7815
O -4.9213 -8.4196 4.0857
C -4.4104 -7.4970 4.9452
O -4.4321 -7.5983 6.1298
O -3.8726 -6.4451 4.2730
H -4.0277 -5.9297 2.2617
H -2.8435 -7.1916 2.6520
H -5.8943 -7.4090 2.5785
H -4.6919 -8.5911 2.0241
C 8.7289 -0.4188 -2.2181
C 10.0482 -0.9692 -2.6873
O 10.9882 -0.2722 -1.8736
C 10.3365 0.1256 -0.7476
O 10.8706 0.5857 0.2095
O 8.9959 -0.0729 -0.8596
H 7.9235 -1.1492 -2.2815
H 8.4332 0.4826 -2.7600
H 10.1453 -2.0415 -2.5001
H 10.2306 -0.7769 -3.7434
C 10.4076 5.9571 5.5935
C 10.4034 5.7550 7.0846
O 9.0665 6.1008 7.4455
C 8.2921 5.9307 6.3457
O 7.1005 5.9720 6.3470
O 9.0483 5.7056 5.2403
H 11.0767 5.2701 5.0784
H 10.6628 6.9805 5.3093
H 10.5880 4.7161 7.3675
H 11.1218 6.3934 7.5959
C -14.2479 0.1642 1.4871
C -15.2075 0.3417 0.3432
O -16.2932 -0.5108 0.7071
C -16.2588 -0.6605 2.0583
O -17.1188 -1.1733 2.6996
O -15.1133 -0.1463 2.5795
H -13.6709 1.0636 1.6904
H -13.5608 -0.6708 1.3314
H -15.5752 1.3672 0.2600
H -14.7800 0.0419 -0.6113
*
```

Summary:
orbital gap: 7.3620 eV
LUMO energy: -1.08 eV

Atomic partial charges in e from the Mulliken method, atoms 1 to 99: C -0.969; C -0.213; C 0.765; C 1.364; C -0.409; O -0.731; O -0.754; C -2.027; C 2.681; C -1.635; C -0.323; C -1.057; S -0.196; C -0.994; S -0.173; C 0.020; C -0.949; C -0.107; C -0.410; C 0.120; O -0.404; I -0.015; N 0.927; O -0.363; H 0.047; H 0.117; H 0.457; H 0.284; H 0.328; H 0.777; H -1.445; H 0.015; H 0.335; H 0.470; H 0.533; H 0.494; H 0.237; H 0.409; H 0.384; H 0.082; H 0.672; H 0.216; H 0.509; H -0.151; H 0.169; H 0.381; H 0.220; H -0.745; H 0.679; H 0.376; C -0.265; C -0.269; O -0.318; C 0.700; O -0.540; O -0.330; H 0.320; H 0.199; H 0.284; H 0.241; C 0.483; C -0.197; O -0.394; C 0.628; O -0.605; O -0.214; H -0.177; H 0.168; H 0.253; H 0.197; C -0.374; C -0.340; O -0.237; C 0.610; O -0.535; O -0.301; H 0.299; H 0.252; H 0.296; H 0.327; C 0.226; C -0.274; O -0.350; C 0.528; O -0.554; O -0.313; H 0.266; H -0.063; H 0.241; H 0.265; C -0.068; C -0.334; O -0.316; C 0.607; O -0.519; O -0.305; H 0.279; H 0.114; H 0.273